Below is a structure of composition C55H47LaN7O2P2S, with properties calculated with wB97M-V/def2-TZVPD.

Results
Total charge: -1
HOMO-LUMO gap, eV: 5.927
ΔE to the lowest compared entry with this formula, charge and spin, eV: 0.000

Last column: Löwdin charge in e.
Atoms and positions in Å:
La (0.134, -0.057, 0.984)  1.670
N (1.594, 3.490, 1.461)  0.123
C (2.028, 2.763, 0.323)  -0.386
C (2.735, 3.474, -0.617)  -0.091
C (3.317, 2.736, -1.703)  -0.135
C (3.084, 1.422, -1.840)  -0.159
C (2.160, 0.727, -0.907)  -0.735
N (1.830, 1.445, 0.313)  -0.215
C (0.460, 3.419, 2.224)  -0.308
C (0.242, 4.481, 3.130)  -0.023
C (-0.878, 4.481, 3.915)  -0.076
C (-1.781, 3.424, 3.806)  -0.074
C (-1.491, 2.429, 2.906)  -0.171
N (-0.401, 2.403, 2.119)  0.041
H (2.081, 4.366, 1.549)  0.121
H (2.869, 4.544, -0.521)  0.075
H (3.945, 3.258, -2.416)  0.090
H (3.482, 0.842, -2.663)  0.088
H (2.568, -0.256, -0.634)  0.017
H (0.964, 5.287, 3.188)  0.107
H (-1.056, 5.295, 4.607)  0.105
H (-2.676, 3.377, 4.408)  0.101
H (-2.155, 1.584, 2.784)  0.085
C (4.994, -0.750, 1.134)  -0.053
C (3.975, -0.306, 2.183)  -0.383
C (4.643, 0.451, 3.328)  -0.056
C (3.144, -1.466, 2.737)  -0.286
C (3.969, -2.641, 3.283)  -0.075
O (3.516, -3.771, 2.524)  -0.014
C (2.558, -3.327, 1.667)  -0.316
N (2.287, -2.084, 1.704)  0.102
C (1.957, -4.409, 0.848)  -0.122
C (2.301, -5.716, 1.221)  -0.024
C (1.786, -6.809, 0.556)  -0.082
C (0.916, -6.608, -0.505)  -0.075
C (0.587, -5.320, -0.887)  -0.094
C (1.085, -4.191, -0.233)  -0.239
P (0.770, -2.423, -0.903)  0.954
C (-0.878, -2.768, -1.664)  -0.399
C (-1.853, -3.424, -0.910)  -0.123
C (-3.130, -3.621, -1.409)  -0.084
C (-3.459, -3.174, -2.683)  -0.091
C (-2.501, -2.526, -3.444)  -0.091
C (-1.224, -2.315, -2.935)  -0.152
C (1.961, -2.725, -2.288)  -0.340
C (3.286, -2.331, -2.108)  -0.097
C (4.245, -2.561, -3.083)  -0.080
C (3.895, -3.198, -4.264)  -0.099
C (2.587, -3.624, -4.443)  -0.084
C (1.633, -3.398, -3.462)  -0.093
H (5.227, 0.077, 0.460)  0.085
H (4.605, -1.570, 0.525)  0.058
H (5.929, -1.086, 1.591)  0.075
H (3.269, 0.375, 1.697)  0.098
H (5.368, -0.181, 3.850)  0.077
H (3.902, 0.792, 4.055)  0.081
H (5.173, 1.325, 2.947)  0.081
H (2.489, -1.065, 3.509)  0.106
H (3.792, -2.836, 4.340)  0.130
H (5.041, -2.527, 3.114)  0.116
H (2.980, -5.862, 2.047)  0.111
H (2.064, -7.810, 0.861)  0.099
H (0.499, -7.453, -1.039)  0.101
H (-0.082, -5.188, -1.727)  0.100
H (-1.612, -3.773, 0.085)  0.108
H (-3.875, -4.116, -0.798)  0.100
H (-4.458, -3.325, -3.072)  0.097
H (-2.752, -2.163, -4.434)  0.097
H (-0.489, -1.777, -3.521)  0.080
H (3.577, -1.842, -1.189)  0.066
H (5.265, -2.236, -2.921)  0.102
H (4.636, -3.367, -5.036)  0.095
H (2.305, -4.141, -5.352)  0.098
H (0.624, -3.753, -3.624)  0.091
O (-1.628, -1.275, 0.967)  -0.321
C (-2.270, -0.199, 1.043)  -0.395
C (-3.677, -0.068, 0.627)  -0.231
C (-4.728, -0.895, 1.010)  -0.029
C (-6.021, -0.562, 0.635)  -0.087
C (-6.259, 0.561, -0.149)  -0.085
C (-5.206, 1.371, -0.558)  -0.083
C (-3.913, 1.082, -0.148)  -0.294
P (-2.348, 1.947, -0.643)  1.105
C (-2.764, 2.204, -2.425)  -0.342
C (-2.491, 1.142, -3.284)  -0.112
C (-2.775, 1.231, -4.637)  -0.081
C (-3.329, 2.393, -5.157)  -0.102
C (-3.604, 3.458, -4.311)  -0.096
C (-3.324, 3.365, -2.954)  -0.092
C (-2.573, 3.665, -0.043)  -0.385
C (-1.517, 4.539, -0.322)  -0.107
C (-1.559, 5.853, 0.109)  -0.086
C (-2.646, 6.311, 0.845)  -0.101
C (-3.685, 5.445, 1.146)  -0.093
C (-3.649, 4.126, 0.706)  -0.090
H (-4.524, -1.784, 1.594)  0.116
H (-6.850, -1.189, 0.941)  0.098
H (-7.271, 0.800, -0.453)  0.097
H (-5.394, 2.223, -1.202)  0.108
H (-2.045, 0.243, -2.880)  0.046
H (-2.548, 0.396, -5.289)  0.096
H (-3.537, 2.474, -6.217)  0.094
H (-4.039, 4.368, -4.707)  0.096
H (-3.543, 4.206, -2.308)  0.098
H (-0.657, 4.173, -0.876)  0.112
H (-0.735, 6.521, -0.114)  0.102
H (-2.675, 7.335, 1.196)  0.095
H (-4.527, 5.794, 1.732)  0.098
H (-4.462, 3.454, 0.951)  0.096
N (0.201, -0.233, 3.381)  -0.028
C (0.142, -0.193, 4.553)  -0.350
N (-0.029, -0.147, 5.805)  0.067
C (0.823, -0.309, 6.782)  -0.431
N (1.511, -0.450, 7.705)  0.059
S (0.541, 0.233, -1.800)  0.430



Below is a structure of composition C55H48BaF4N9PSe, with properties calculated with wB97M-V/def2-TZVPD.

Results
HOMO-LUMO gap, eV: 5.555
ΔE to the lowest compared entry with this formula, charge and spin, eV: 0.376

Last column: Löwdin charge in e.
Atoms and positions in Å:
Ba (-0.218, -0.482, -1.054)  1.988
C (1.749, 0.687, 2.729)  -0.103
N (0.418, 0.997, 3.214)  -0.273
C (0.436, 1.430, 4.595)  -0.110
C (-0.361, 1.870, 2.327)  -0.197
C (-1.652, 1.195, 1.816)  -0.216
N (-1.726, 1.050, 0.364)  -0.186
C (-2.722, 1.608, -0.319)  -0.262
C (-3.008, 1.106, -1.621)  -0.203
F (-2.193, 0.076, -2.062)  -0.243
C (-4.016, 1.543, -2.441)  -0.248
F (-4.163, 0.972, -3.649)  0.087
C (-4.868, 2.557, -2.049)  0.039
C (-4.617, 3.105, -0.799)  -0.231
F (-5.388, 4.122, -0.381)  0.084
C (-3.601, 2.680, 0.026)  -0.142
F (-3.407, 3.375, 1.174)  0.058
H (2.430, 1.556, 2.735)  0.070
H (1.695, 0.304, 1.709)  0.055
H (2.191, -0.090, 3.355)  0.086
H (0.879, 0.649, 5.214)  0.081
H (-0.583, 1.601, 4.944)  0.086
H (1.012, 2.359, 4.756)  0.074
H (0.237, 2.150, 1.459)  0.052
H (-0.619, 2.798, 2.851)  0.113
H (-2.523, 1.703, 2.228)  0.101
H (-1.642, 0.184, 2.239)  0.106
H (-5.677, 2.900, -2.673)  0.126
N (4.533, 0.265, -1.533)  0.148
C (3.221, 0.450, -1.288)  -0.176
N (2.426, -0.423, -0.784)  -0.038
C (2.929, -1.692, -0.441)  -0.328
N (2.193, -2.659, -0.016)  0.068
N (0.835, -2.460, 0.015)  -0.265
C (0.151, -3.494, 0.420)  -0.295
C (-1.301, -3.352, 0.599)  -0.321
C (-2.046, -4.349, 1.224)  -0.025
C (-3.398, -4.157, 1.422)  -0.046
C (-3.974, -2.960, 1.013)  -0.045
C (-3.158, -2.014, 0.418)  -0.125
N (-1.860, -2.202, 0.199)  -0.020
C (4.371, -1.936, -0.602)  -0.086
C (4.977, -3.140, -0.247)  -0.007
C (6.335, -3.323, -0.436)  -0.074
C (7.109, -2.306, -0.984)  -0.079
C (6.526, -1.106, -1.348)  -0.021
C (5.161, -0.927, -1.160)  -0.177
H (5.085, 1.028, -1.897)  0.125
H (2.834, 1.425, -1.557)  0.091
H (0.651, -4.337, 0.882)  0.094
H (-1.559, -5.263, 1.536)  0.114
H (-3.996, -4.926, 1.893)  0.111
H (-5.026, -2.759, 1.160)  0.105
H (-3.559, -1.054, 0.111)  0.105
H (4.355, -3.920, 0.169)  0.116
H (6.795, -4.261, -0.156)  0.105
H (8.172, -2.448, -1.131)  0.105
H (7.120, -0.307, -1.777)  0.112
C (-0.486, 3.233, -4.539)  -0.033
C (-0.589, 2.358, -3.450)  -0.139
N (0.102, 1.241, -3.344)  0.042
C (0.951, 0.912, -4.343)  -0.152
C (1.178, 1.763, -5.444)  -0.153
C (0.414, 2.939, -5.529)  -0.005
C (2.171, 1.427, -6.419)  -0.032
C (2.898, 0.297, -6.297)  -0.021
C (2.659, -0.622, -5.226)  -0.144
C (3.381, -1.823, -5.098)  -0.001
C (3.065, -2.690, -4.089)  -0.012
C (2.010, -2.357, -3.225)  -0.153
N (1.342, -1.223, -3.292)  0.025
C (1.663, -0.348, -4.270)  -0.159
H (-1.102, 4.120, -4.579)  0.114
H (-1.252, 2.597, -2.625)  0.105
H (0.546, 3.602, -6.376)  0.121
H (2.329, 2.106, -7.248)  0.116
H (3.665, 0.052, -7.023)  0.117
H (4.167, -2.049, -5.810)  0.119
H (3.589, -3.625, -3.949)  0.119
H (1.697, -3.068, -2.475)  0.001
C (0.739, 4.671, -0.801)  -0.245
P (2.093, 3.734, 0.034)  1.035
C (3.432, 3.829, -1.217)  -0.415
C (3.155, 3.734, -2.582)  -0.106
C (4.179, 3.575, -3.506)  -0.077
C (5.499, 3.514, -3.082)  -0.097
C (5.789, 3.612, -1.725)  -0.096
C (4.764, 3.758, -0.802)  -0.105
C (2.602, 5.025, 1.238)  -0.387
C (3.180, 6.236, 0.861)  -0.098
C (3.493, 7.190, 1.815)  -0.081
C (3.227, 6.948, 3.158)  -0.085
C (2.647, 5.749, 3.542)  -0.078
C (2.341, 4.791, 2.586)  -0.098
H (0.324, 4.093, -1.627)  0.003
H (1.087, 5.638, -1.164)  0.049
H (-0.054, 4.824, -0.068)  0.048
H (2.128, 3.769, -2.933)  0.088
H (3.944, 3.496, -4.561)  0.101
H (6.300, 3.401, -3.801)  0.103
H (6.816, 3.572, -1.383)  0.106
H (4.996, 3.817, 0.255)  0.111
H (3.389, 6.432, -0.185)  0.107
H (3.944, 8.128, 1.516)  0.104
H (3.476, 7.695, 3.900)  0.103
H (2.438, 5.560, 4.588)  0.105
H (1.889, 3.852, 2.881)  0.071
Se (0.050, -4.972, -1.792)  0.759
C (-1.336, -6.213, -2.209)  -0.664
C (-1.790, -6.325, -3.525)  -0.156
C (-2.799, -7.220, -3.849)  -0.108
C (-3.380, -8.010, -2.866)  -0.119
C (-2.934, -7.904, -1.557)  -0.109
C (-1.917, -7.018, -1.230)  -0.153
H (-1.344, -5.703, -4.290)  0.085
H (-3.137, -7.298, -4.876)  0.095
H (-4.172, -8.703, -3.118)  0.091
H (-3.378, -8.521, -0.784)  0.095
H (-1.555, -6.960, -0.212)  0.079